{
  "formula": "C4H5ClO4S2",
  "method": "the ωB97M-V functional and the def2-TZVPD basis",
  "symbols": ["O", "S", "O", "C", "C", "C", "S", "O", "O", "Cl", "C", "H", "H", "H", "H", "H"],
  "positions_angstrom": [[0.9042, -0.6134, 1.6274], [1.1127, -0.9110, 0.2037], [2.2342, -1.7024, -0.0723], [0.9149, 0.5360, -0.8543], [-0.5842, 0.5060, -1.0941], [-1.2489, -0.6105, -0.8161], [-2.9444, -0.5514, -0.3791], [-3.3951, -1.8950, -0.3939], [-3.6422, 0.4738, -1.0797], [-3.0110, 0.2133, 1.4903], [-0.5133, -1.7852, -0.4777], [1.3398, 0.2905, -1.7901], [1.2925, 1.3965, -0.4443], [-1.1550, 1.3686, -1.4408], [-0.9928, -2.2982, 0.3148], [-0.4774, -2.5297, -1.2725]],
  "nbo_charge": [-0.9057, 2.1380, -0.9124, -0.6848, -0.0851, -0.3489, 2.1299, -0.8905, -0.9036, -0.1918, -0.6504, 0.2612, 0.2642, 0.2530, 0.2620, 0.2648],
  "smiles": "O=S1(=O)CC=C(S(=O)(=O)Cl)C1"
}

{
  "formula": "C24H34N5O2PdSi2",
  "method": "the ωB97M-V functional and the def2-TZVPD basis",
  "symbols": ["Pd", "C", "Si", "C", "C", "C", "C", "C", "C", "C", "C", "N", "Si", "C", "C", "C", "H", "H", "H", "H", "H", "H", "H", "H", "H", "H", "H", "H", "H", "H", "H", "H", "H", "H", "H", "H", "H", "H", "N", "C", "C", "O", "O", "H", "H", "H", "H", "H", "N", "C", "C", "C", "C", "C", "C", "C", "N", "C", "C", "N", "C", "H", "H", "H", "H", "H", "H", "H"],
  "positions_angstrom": [[0.6074, -0.5782, 0.1104], [3.2813, -2.7983, 1.4042], [3.3488, -0.9941, 1.9092], [4.4672, -0.0194, 0.7660], [3.9928, -0.8344, 3.6689], [1.5998, -0.2628, 1.8348], [1.6075, 1.2016, 1.6390], [2.0616, 2.2571, 2.4167], [1.9985, 3.5346, 1.8874], [1.4987, 3.7399, 0.6068], [1.0538, 2.6457, -0.1094], [1.0981, 1.4235, 0.4123], [0.1281, -1.0638, 2.6913], [-1.3425, 0.0956, 2.7888], [-0.1671, -2.5141, 1.4614], [0.4507, -1.7626, 4.3938], [4.2976, -3.1394, 1.1942], [2.6964, -2.9546, 0.4963], [2.8868, -3.4320, 2.2012], [5.4974, -0.3577, 0.8943], [4.4459, 1.0496, 0.9864], [4.1917, -0.1661, -0.2794], [5.0191, -1.2030, 3.7236], [3.3992, -1.4044, 4.3840], [4.0094, 0.2056, 4.0013], [2.4615, 2.0713, 3.4041], [2.3470, 4.3789, 2.4674], [1.4567, 4.7285, 0.1741], [0.6602, 2.7425, -1.1141], [-1.6209, 0.5074, 1.8173], [-1.1251, 0.9268, 3.4629], [-2.2089, -0.4305, 3.1953], [0.0396, -2.4272, 0.3584], [-1.2107, -2.8309, 1.4927], [0.4675, -3.3486, 1.7576], [0.7779, -0.9732, 5.0730], [1.2167, -2.5387, 4.3846], [-0.4604, -2.1975, 4.8096], [1.9941, -1.5633, -5.2371], [1.5922, -0.9922, -3.9588], [2.5909, -1.3714, -2.8689], [3.7334, -1.8554, -3.3187], [2.3798, -1.2182, -1.6887], [1.7857, -0.9570, -6.0170], [1.5602, -2.4604, -5.4110], [3.6460, -1.9011, -4.2980], [0.5915, -1.2598, -3.6138], [1.6242, 0.0974, -4.0222], [-8.3519, 4.3287, -2.0896], [-7.4612, 3.6072, -2.0282], [-6.3483, 2.7057, -1.9496], [-6.1749, 1.7281, -2.9277], [-5.0949, 0.8672, -2.8575], [-4.2028, 0.9771, -1.8004], [-4.3767, 1.9371, -0.8135], [-5.4460, 2.8105, -0.8941], [-3.0945, 0.0897, -1.7204], [-3.1029, -1.2637, -1.9595], [-1.8279, -1.6880, -1.7598], [-1.0278, -0.6175, -1.4215], [-1.8292, 0.4292, -1.3964], [-6.8796, 1.6548, -3.7440], [-4.9373, 0.1248, -3.6285], [-3.6963, 1.9838, 0.0267], [-5.5959, 3.5626, -0.1325], [-4.0052, -1.7900, -2.2135], [-1.4352, -2.6867, -1.8449], [-1.5386, 1.4434, -1.1777]],
  "nbo_charge": [0.7555, -1.1239, 1.6770, -1.1275, -1.1148, -0.9758, 0.2378, -0.2658, -0.1209, -0.2677, 0.0690, -0.4976, 1.6478, -1.1179, -1.0937, -1.1247, 0.2551, 0.2442, 0.2341, 0.2492, 0.2344, 0.2585, 0.2512, 0.2388, 0.2330, 0.2388, 0.2347, 0.2384, 0.2031, 0.2306, 0.2495, 0.2508, 0.2044, 0.2609, 0.2672, 0.2504, 0.2453, 0.2520, -0.8576, -0.3511, 0.7973, -0.6501, -0.6471, 0.3876, 0.3794, 0.5151, 0.2170, 0.2304, -0.2524, 0.2524, -0.1580, -0.1359, -0.2407, 0.2255, -0.2484, -0.1286, -0.3599, -0.0674, -0.0886, -0.5434, 0.2042, 0.2443, 0.2343, 0.2303, 0.2417, 0.2419, 0.2284, 0.2178],
  "charge": 1
}

{
  "formula": "C41H47Cl6F5O6",
  "method": "the ωB97M-V functional and the def2-TZVPD basis",
  "symbols": ["C", "C", "O", "C", "O", "O", "C", "H", "H", "H", "H", "H", "H", "H", "H", "C", "C", "O", "C", "O", "O", "C", "H", "H", "H", "H", "H", "H", "H", "H", "F", "C", "C", "C", "C", "C", "C", "H", "H", "H", "H", "H", "F", "C", "C", "C", "C", "C", "C", "H", "H", "H", "H", "H", "F", "C", "C", "C", "C", "C", "C", "H", "H", "H", "H", "H", "F", "C", "C", "C", "C", "C", "C", "H", "H", "H", "H", "H", "F", "C", "C", "C", "C", "C", "C", "H", "H", "H", "H", "H", "Cl", "C", "Cl", "H", "H", "Cl", "C", "Cl", "H", "H", "Cl", "C", "Cl", "H", "H"],
  "positions_angstrom": [[-3.2937, 4.9023, 5.4697], [-3.1581, 3.4079, 5.2638], [-1.8259, 3.0589, 4.8873], [-1.6825, 2.2651, 3.8288], [-2.5686, 1.6917, 3.2547], [-0.3795, 2.2113, 3.5417], [-0.0236, 1.4531, 2.4019], [-3.2553, 5.4618, 4.5275], [-2.4940, 5.3311, 6.0735], [-4.2675, 5.1078, 5.9127], [-3.9518, 3.0471, 4.6146], [-3.3504, 2.9298, 6.2327], [-0.0324, 2.0060, 1.4686], [-0.6426, 0.5528, 2.3509], [0.9458, 0.9809, 2.5779], [4.5249, -3.7321, 0.4170], [3.3189, -3.4399, 1.3009], [2.7803, -4.5402, 2.0065], [3.4489, -4.9785, 3.0638], [4.5383, -4.6192, 3.4236], [2.6461, -5.8273, 3.6975], [3.1762, -6.6627, 4.6969], [5.4093, -3.8248, 1.0388], [4.5991, -2.8588, -0.2339], [4.3617, -4.6023, -0.2168], [2.4962, -3.0007, 0.7302], [3.5750, -2.5944, 1.9561], [2.4699, -6.6913, 5.5221], [4.1272, -6.2682, 5.0649], [3.3666, -7.6671, 4.3182], [-3.8663, -6.8810, -0.5938], [-4.1765, -5.8174, 0.1705], [-4.6434, -5.9713, 1.4517], [-4.8864, -4.8316, 2.2099], [-4.5030, -3.5809, 1.7555], [-3.9481, -3.4584, 0.4856], [-3.8737, -4.5576, -0.3383], [-4.8588, -6.9588, 1.8395], [-5.2716, -4.9465, 3.2146], [-4.7505, -2.7126, 2.3517], [-3.4974, -2.5215, 0.1819], [-3.4257, -4.5255, -1.3251], [1.0042, 2.8520, -2.2415], [0.9037, 1.7050, -1.5457], [2.0621, 1.1688, -1.0132], [1.9590, -0.0557, -0.3810], [0.7140, -0.6655, -0.2060], [-0.4389, -0.0553, -0.6789], [-0.3374, 1.1272, -1.3877], [3.0189, 1.6574, -1.1372], [2.7898, -0.6338, 0.0046], [0.6348, -1.6441, 0.2521], [-1.4110, -0.5307, -0.6594], [-1.2209, 1.5563, -1.8407], [-5.8460, 5.8895, -5.0576], [-5.2676, 5.1957, -4.0512], [-5.7837, 5.3704, -2.7775], [-5.2218, 4.6714, -1.7313], [-4.1393, 3.8252, -1.9748], [-3.6422, 3.6643, -3.2556], [-4.2555, 4.3030, -4.3312], [-6.6309, 6.0458, -2.7440], [-5.5746, 4.8564, -0.7260], [-3.6727, 3.3605, -1.1129], [-2.8326, 2.9805, -3.4733], [-3.8392, 4.1434, -5.3162], [-0.5094, 4.7350, -4.4362], [0.5981, 4.5908, -5.1917], [1.1526, 3.3371, -5.3063], [2.3738, 3.1926, -5.9503], [2.9759, 4.2999, -6.5376], [2.3509, 5.5308, -6.5042], [1.1520, 5.6909, -5.8162], [0.6182, 2.4807, -4.9150], [2.8057, 2.2026, -6.0036], [3.9443, 4.1722, -7.0061], [2.7800, 6.4095, -6.9665], [0.6145, 6.6302, -5.8272], [0.3806, -1.8249, 2.7716], [-0.0087, -3.1040, 2.9897], [-0.6138, -3.7997, 1.9706], [-1.2033, -5.0248, 2.2482], [-0.9416, -5.6587, 3.4530], [-0.2496, -4.9698, 4.4352], [0.1769, -3.6627, 4.2242], [-0.8274, -3.3960, 0.9877], [-1.7232, -5.5535, 1.4604], [-1.2238, -6.6907, 3.6178], [-0.0068, -5.4434, 5.3780], [0.7011, -3.1307, 5.0069], [7.0313, 2.3685, -0.8958], [6.4063, 1.0112, -1.8636], [5.4434, -0.0965, -0.8632], [5.8578, 1.4503, -2.6845], [7.2735, 0.4297, -2.1428], [2.5721, -0.6962, -4.5647], [1.1867, -1.3483, -3.6891], [0.1584, -2.3680, -4.7076], [1.5118, -1.8681, -2.7972], [0.5754, -0.5010, -3.3972], [4.2710, 4.2128, -2.3448], [3.9782, 4.6674, -0.6698], [5.4051, 5.3975, 0.0701], [3.1864, 5.4053, -0.6524], [3.6963, 3.7974, -0.0889]],
  "lowdin_charge": [-0.0719, -0.2222, 0.0470, -0.5964, 0.1225, 0.0172, -0.0548, 0.0788, 0.0777, 0.0778, 0.1194, 0.1254, 0.0907, 0.0815, 0.0952, -0.0491, -0.2319, 0.0444, -0.5977, 0.1365, -0.0090, -0.0410, 0.0773, 0.0390, 0.0857, 0.1006, 0.1341, 0.0890, 0.0943, 0.0975, 0.0605, -0.3028, -0.0281, -0.0817, -0.0888, -0.0953, -0.0246, 0.1192, 0.1070, 0.1059, 0.1002, 0.1199, 0.0542, -0.2848, -0.0176, -0.0886, -0.1041, -0.0819, -0.0273, 0.0784, 0.0675, 0.0757, 0.1101, 0.1140, 0.0497, -0.2828, -0.0232, -0.0824, -0.0965, -0.0888, -0.0113, 0.1196, 0.1044, 0.0978, 0.0932, 0.1172, 0.0531, -0.2889, -0.0303, -0.0808, -0.0997, -0.0850, -0.0129, 0.1106, 0.0864, 0.1015, 0.1047, 0.1175, 0.0461, -0.2849, -0.0161, -0.0693, -0.0769, -0.0851, -0.0167, 0.1078, 0.0992, 0.1061, 0.1049, 0.1243, 0.4917, -0.9754, 0.5467, 0.0134, 0.0164, 0.5208, -1.0436, 0.5192, 0.0220, -0.0046, 0.5204, -1.0295, 0.5023, 0.0266, 0.0165],
  "smiles": "CCOC(=O)OC.CCOC(=O)OC.Fc1ccccc1.Fc1ccccc1.Fc1ccccc1.Fc1ccccc1.Fc1ccccc1.ClCCl.ClCCl.ClCCl"
}

{
  "formula": "C3H13N3OP",
  "method": "the ωB97M-V functional and the def2-TZVPD basis",
  "symbols": ["C", "C", "C", "N", "N", "N", "O", "P", "H", "H", "H", "H", "H", "H", "H", "H", "H", "H", "H", "H", "H"],
  "positions_angstrom": [[0.5498, -0.4541, -1.7694], [-0.0316, 1.5838, 1.5168], [-0.0645, 0.4037, -0.7140], [-1.0056, 1.2826, -1.1600], [-1.2864, -1.0359, 0.6696], [0.7080, 0.7447, 0.5455], [1.0295, -1.7581, 1.1801], [-0.4563, -2.3955, 0.8260], [0.5883, -0.1296, -2.8105], [0.1420, -1.3851, -2.0252], [1.5241, -0.6017, -1.6305], [0.5848, 1.6191, 2.3650], [0.0403, 2.5369, 1.0843], [-1.0631, 1.3457, 1.7003], [-1.7639, 1.6235, -0.6600], [-1.0009, 1.6024, -2.1370], [-2.2337, -0.9842, 0.3381], [1.6453, 0.9769, 0.2484], [0.7630, -0.2244, 0.9414], [1.4057, -1.8706, 2.0853], [-0.0748, -2.8802, -0.5942]],
  "nbo_charge": [-0.7288, -0.4132, 0.5276, -0.8083, -1.1742, -0.5987, -1.0235, 1.1442, 0.2695, 0.2844, 0.2334, 0.2334, 0.2187, 0.2613, 0.4098, 0.4212, 0.4048, 0.4319, 0.4915, 0.5344, -0.1195],
  "charge": 1
}

no.,DFT total energy (Eh)
1,-1712.8553
2,-2065.9440
3,-5302.4098
4,-702.6106